Density functional theory data (ωB97M-V/def2-TZVPD) for C2H8N2 in the gas phase.

ORCA input file:
```
! wB97M-V def2-TZVPD RIJCOSX def2/J DEFGRID3
* xyz 0 1
N 0.0437 -1.0718 -1.2969
C 0.6500 0.1066 -0.5438
C 0.0078 0.1153 0.8732
N -1.1415 0.9721 0.9108
H 0.5132 -0.9365 -2.1991
H 0.5256 -1.9419 -1.0598
H 1.7395 0.1118 -0.6146
H 0.2186 0.9292 -1.1232
H 0.8380 0.4602 1.5210
H -0.1103 -0.9254 1.1855
H -2.0112 0.4948 0.7386
H -1.2733 1.6855 1.6083
*
```

Properties
Relative energy (zero: lowest compared OMol25 entry of this formula, charge and spin) ... 13.36 kcal per mole
Electronic energy ... -5183.1586 eV
Frontier orbital gap ... 10.15 eV
Lowest unoccupied orbital energy ... 1.25 eV